w | # C13H18N

2 unconnected molecules or ions with the total composition C13H18N (ωB97M-V with the def2-TZVPD basis set, the OMol25 dataset).

Last column: Löwdin charge in e.
Element x y z (Å)
C1 3.708 -0.169 0.697  0.009
C2 2.472 -0.636 0.802  -0.108
C3 -3.413 -1.273 0.778  -0.012
C4 -2.639 -1.843 -0.278  -0.033
C5 -3.161 -0.006 1.210  -0.013
C6 -1.749 -1.084 -0.996  -0.049
C7 -2.229 0.789 0.470  -0.018
C8 -1.586 0.284 -0.599  -0.200
C9 0.378 2.225 0.721  -0.046
C10 0.877 -2.472 -0.050  -0.059
C11 -0.024 2.402 -0.781  -0.111
C12 1.283 -1.263 0.844  -0.148
C13 -0.647 1.101 -1.327  -0.147
N1 -0.367 0.862 -2.614  0.228
H1 4.441 -0.540 1.397  0.060
H2 -4.169 -1.743 1.395  0.124
H3 -2.774 -2.820 -0.677  0.115
H4 -3.677 0.440 1.995  0.101
H5 -1.111 -1.604 -1.696  0.113
H6 -2.239 1.876 0.609  0.137
H7 1.332 1.773 0.626  0.044
H8 0.677 3.131 1.273  0.103
H9 -0.378 1.668 1.190  0.030
H10 -0.221 -2.365 -0.176  0.029
H11 1.428 -2.276 -0.946  0.070
H12 1.201 -3.286 0.564  0.075
H13 0.685 2.881 -1.462  0.125
H14 -0.919 3.028 -0.858  0.131
H15 0.469 -0.836 1.376  0.073
H16 -0.980 0.104 -3.063  0.174
H17 4.080 0.312 -0.196  0.057
H18 0.421 1.286 -3.097  0.147

Computed properties:
HOMO energy = -11.997 eV
2S+1 = 1
net charge = +1

---

x | # C13H18N

A gas-phase ion, C13H18N (charge +1) (ωB97M-V with the def2-TZVPD basis set, the OMol25 dataset).

Last column: Löwdin charge in e.
Element x y z (Å)
C1 -0.194 0.493 -0.528  -0.039
C2 1.401 -0.697 0.777  0.006
C3 0.716 0.586 -1.503  -0.026
C4 2.290 -0.727 -0.257  -0.022
C5 0.094 -0.087 0.704  -0.158
C6 2.015 0.069 -1.371  -0.145
C7 -0.905 -0.806 4.224  -0.061
C8 -0.734 -0.029 1.843  -0.226
C9 2.630 -0.099 -3.861  -0.079
C10 -3.433 -0.049 -0.462  -0.017
C11 -2.181 0.686 1.615  -0.044
C12 3.126 0.283 -2.487  -0.191
C13 -2.779 0.980 0.289  0.014
N1 -0.359 -0.535 2.919  0.062
H1 -1.182 0.936 -0.671  0.086
H2 1.451 -1.353 1.696  0.138
H3 0.639 1.202 -2.385  0.121
H4 3.264 -1.150 0.060  0.137
H5 -1.899 -0.807 4.485  0.051
H6 -0.326 -0.079 4.847  0.117
H7 2.605 -1.165 -3.825  0.077
H8 3.521 0.270 -4.416  0.100
H9 1.737 0.452 -4.055  0.059
H10 -4.091 0.339 -1.211  0.106
H11 -2.788 -0.760 -1.046  0.155
H12 -3.794 -0.678 0.302  0.098
H13 -2.802 -0.064 2.045  0.116
H14 -2.073 1.527 2.323  0.151
H15 -0.487 -1.771 4.497  0.091
H16 3.366 1.275 -2.474  0.081
H17 4.008 -0.267 -2.218  0.108
H18 -2.837 2.026 0.146  0.131

Computed properties:
HOMO energy (spin up / spin down) = -12.067 / -12.067 eV
2S+1 = 1
net charge = +1

---

Computed stability ranking, most favorable first: w, x

---

w | # C21H28N4O4

A single C21H28N4O4 molecule (ωB97M-V with the def2-TZVPD basis set, the OMol25 dataset).

Last column: Löwdin charge in e.
Element x y z (Å)
C1 3.595 -0.232 2.980  -0.059
H1 3.797 -1.044 2.287  0.077
H2 4.352 0.538 2.851  0.071
H3 2.623 0.193 2.738  0.068
C2 3.603 -0.765 4.411  -0.178
N1 3.356 0.290 5.361  -0.048
C3 2.203 0.593 6.016  -0.314
N2 2.337 1.668 6.754  0.094
C4 3.617 2.084 6.584  -0.152
C5 4.263 1.246 5.723  -0.076
H4 5.268 1.242 5.353  0.112
H5 3.987 2.952 7.090  0.090
C6 0.937 -0.190 5.917  -0.087
N3 0.283 -0.019 4.635  0.088
C7 0.234 -1.004 3.708  -0.470
O1 0.730 -2.102 3.900  0.044
C8 -0.447 -0.652 2.433  -0.148
C9 -0.075 -1.346 1.288  -0.008
C10 -0.659 -1.085 0.064  -0.003
C11 -1.659 -0.121 -0.034  -0.249
C12 -2.051 0.565 1.121  0.008
C13 -1.454 0.307 2.334  -0.023
H6 -1.803 0.835 3.210  0.113
H7 -2.840 1.295 1.033  0.121
O2 -2.330 0.222 -1.161  -0.007
C14 -2.048 -0.417 -2.395  -0.333
C15 -0.801 0.170 -3.066  -0.092
H8 0.087 -0.013 -2.459  0.116
H9 -0.934 1.250 -3.153  0.133
C16 -0.619 -0.447 -4.454  -0.130
N4 -1.797 -0.215 -5.257  -0.049
C17 -1.897 0.616 -6.316  -0.441
O3 -2.959 0.845 -6.867  0.060
C18 -0.605 1.267 -6.827  -0.129
O4 0.447 0.369 -7.094  -0.202
C19 0.182 -0.484 -8.184  -0.090
H10 -0.696 -1.111 -7.998  0.094
H11 0.014 0.093 -9.101  0.094
H12 1.062 -1.112 -8.303  0.092
H13 -0.228 1.969 -6.076  0.135
H14 -0.875 1.830 -7.731  0.133
C20 -3.001 -0.783 -4.685  -0.126
C21 -3.260 -0.192 -3.300  -0.091
H15 -4.144 -0.651 -2.856  0.126
H16 -3.439 0.881 -3.384  0.133
H17 -3.828 -0.555 -5.359  0.123
H18 -2.880 -1.870 -4.613  0.132
H19 0.262 -0.040 -4.946  0.116
H20 -0.483 -1.531 -4.355  0.137
H21 -1.916 -1.498 -2.237  0.152
H22 -0.331 -1.643 -0.798  0.106
H23 0.691 -2.102 1.373  0.121
H24 -0.043 0.907 4.410  0.137
H25 1.126 -1.261 6.032  0.127
H26 0.274 0.153 6.715  0.128
H27 2.832 -1.531 4.517  0.100
H28 4.577 -1.211 4.636  0.126

Computed properties:
HOMO energy = -8.561 eV
structure (SMILES) = CCn1ccnc1CNC(=O)c1ccc(OC2CCN(C(=O)COC)CC2)cc1
2S+1 = 1
net charge = 0

---

x | # C21H28N4O4

A single C21H28N4O4 molecule (ωB97M-V with the def2-TZVPD basis set, the OMol25 dataset).

Last column: Löwdin charge in e.
Element x y z (Å)
C1 2.566 3.631 -0.433  -0.114
C2 3.780 3.470 0.473  -0.253
C3 3.586 4.108 1.848  -0.181
C4 2.495 3.445 2.692  -0.125
N1 2.796 2.051 2.970  0.054
C5 2.165 1.045 2.303  -0.207
N2 1.212 1.168 1.362  0.202
C6 0.888 -0.074 1.014  -0.217
N3 1.607 -0.999 1.698  0.005
C7 2.441 -0.297 2.538  -0.066
C8 3.439 -0.720 3.472  -0.405
O1 3.804 -1.848 3.737  0.067
N4 4.005 0.392 4.093  0.211
C9 3.749 1.742 3.912  -0.467
O2 4.336 2.582 4.555  0.085
H1 4.720 0.194 4.784  0.169
C10 1.614 -2.432 1.582  0.003
H2 2.582 -2.797 1.923  0.092
H3 0.844 -2.877 2.216  0.101
H4 1.445 -2.724 0.546  0.101
C11 -0.102 -0.355 -0.010  -0.137
C12 -0.942 -1.463 0.037  0.041
C13 -1.882 -1.706 -0.954  -0.201
C14 -1.963 -0.848 -2.062  -0.193
C15 -1.151 0.291 -2.074  0.023
C16 -0.251 0.545 -1.068  -0.006
H5 0.368 1.426 -1.095  0.102
H6 -1.251 0.964 -2.911  0.124
O3 -2.780 -0.993 -3.131  -0.028
C17 -3.229 -2.285 -3.521  -0.196
C18 -3.503 -2.249 -5.022  -0.221
C19 -4.668 -1.327 -5.359  -0.104
H7 -4.820 -1.283 -6.435  0.069
H8 -4.465 -0.325 -4.994  0.071
H9 -5.585 -1.686 -4.895  0.073
H10 -2.602 -1.903 -5.532  0.113
H11 -3.718 -3.265 -5.356  0.111
H12 -2.465 -3.034 -3.289  0.134
H13 -4.150 -2.546 -2.985  0.120
O4 -2.713 -2.807 -0.811  -0.088
C20 -3.975 -2.510 -0.229  -0.244
C21 -3.896 -2.176 1.257  -0.065
H14 -3.330 -1.259 1.414  0.073
H15 -4.899 -2.038 1.649  0.078
H16 -3.414 -2.986 1.798  0.080
H17 -4.565 -3.418 -0.380  0.125
H18 -4.454 -1.678 -0.766  0.126
H19 -0.917 -2.147 0.869  0.118
H20 2.422 3.965 3.650  0.129
H21 1.533 3.462 2.182  0.116
H22 3.320 5.160 1.726  0.115
H23 4.522 4.061 2.407  0.107
H24 4.648 3.935 0.001  0.105
H25 4.003 2.407 0.592  0.102
H26 2.787 3.250 -1.428  0.070
H27 2.292 4.681 -0.521  0.074
H28 1.719 3.078 -0.035  0.029

Computed properties:
HOMO energy = -8.015 eV
structure (SMILES) = CCCCn1c(=O)[nH]c(=O)c2c1nc(-c1ccc(OCCC)c(OCC)c1)n2C
2S+1 = 1
net charge = 0

---

Computed stability ranking, most favorable first: x, w

---

w | # C4H7IO

2 unconnected molecules or ions with the total composition C4H7IO (ωB97M-V with the def2-TZVPD basis set, the OMol25 dataset).

Last column: Löwdin charge in e.
Element x y z (Å)
C1 -0.779 1.653 1.805  -0.189
C2 -1.412 1.298 0.719  -0.732
C3 0.753 -0.242 -0.970  -0.070
C4 -0.596 -0.617 -0.481  -0.255
O1 -1.607 -0.753 -1.360  -0.051
I1 -2.766 2.325 -0.469  0.769
H1 -0.938 2.575 2.356  0.041
H2 -0.048 0.980 2.234  0.039
H3 0.693 0.532 -1.730  0.086
H4 1.382 0.096 -0.152  0.080
H5 1.219 -1.127 -1.417  0.091
H6 -0.688 -1.309 0.342  0.117
H7 -1.570 -0.052 -2.030  0.075

Computed properties:
HOMO energy = -7.927 eV
2S+1 = 1
net charge = 0

---

x | # C4H7IO

A single C4H7IO molecule (ωB97M-V with the def2-TZVPD basis set, the OMol25 dataset).

Last column: Löwdin charge in e.
Element x y z (Å)
C1 -0.229 1.114 0.105  -0.658
C2 -0.763 -0.217 0.632  -0.571
C3 1.188 0.970 -0.148  -0.051
C4 -0.239 -1.414 -0.271  -0.167
O1 -0.894 2.100 0.140  0.022
I1 -3.028 0.022 0.354  0.734
H1 -0.234 -0.583 1.597  0.130
H2 1.768 0.226 0.592  0.138
H3 1.342 2.071 0.124  0.121
H4 1.543 0.519 -1.159  0.126
H5 0.744 -1.626 -0.255  0.013
H6 -0.343 -0.890 -1.314  0.104
H7 -0.855 -2.293 -0.396  0.060

Computed properties:
HOMO energy = -9.195 eV
structure (SMILES) = CC(=O)[C@H](C)I
2S+1 = 1
net charge = 0

---

y | # C4H7IO

A single C4H7IO molecule (ωB97M-V with the def2-TZVPD basis set, the OMol25 dataset).

Last column: Löwdin charge in e.
Element x y z (Å)
C1 -1.675 -1.296 -2.095  -0.612
C2 -1.865 -0.892 -3.503  -0.142
C3 1.084 2.822 -2.134  -0.263
C4 0.870 1.903 -0.917  -0.640
O1 -1.662 -2.227 -1.381  0.052
I1 -0.882 0.775 -0.930  1.171
H1 -2.603 -0.005 -3.641  0.105
H2 -0.889 -0.582 -3.956  0.086
H3 -2.252 -1.895 -4.069  0.130
H4 1.529 3.604 -1.657  0.012
H5 0.008 2.908 -2.436  0.032
H6 1.805 2.602 -2.965  0.077
H7 1.737 1.267 -0.638  -0.007

Computed properties:
HOMO energy (spin up / spin down) = -6.712 / -7.538 eV
2S+1 = 1
net charge = 0

---

Computed stability ranking, most favorable first: x, w, y

---

w | # CH4O3

2 unconnected molecules or ions with the total composition CH4O3 (ωB97M-V with the def2-TZVPD basis set, the OMol25 dataset).

Last column: Löwdin charge in e.
Element x y z (Å)
H1 0.592 0.200 0.844  0.119
O1 -0.637 0.477 1.209  0.026
O2 1.328 -0.150 -0.045  -0.060
H2 -0.957 1.275 1.598  0.084
H3 -1.284 0.107 0.543  0.102
C1 0.567 -0.488 -1.110  -0.365
H4 1.051 -0.880 -1.996  0.126
O3 -0.660 -0.541 -1.043  -0.033

Computed properties:
HOMO energy = -10.401 eV
structure (SMILES) = O=CO.O
2S+1 = 1
net charge = 0

---

x | # CH4O3

2 unconnected molecules or ions with the total composition CH4O3 (ωB97M-V with the def2-TZVPD basis set, the OMol25 dataset).

Last column: Löwdin charge in e.
Element x y z (Å)
O1 0.925 1.670 4.593  -0.093
H1 0.533 0.836 4.938  0.047
H2 0.230 2.351 4.742  0.047
O2 -0.951 1.110 -1.695  0.090
O3 0.000 0.000 0.000  0.045
C1 -0.074 1.028 -0.890  -0.391
H3 0.868 0.139 0.468  0.120
H4 0.826 1.647 -0.704  0.135

Computed properties:
HOMO energy = -11.015 eV
structure (SMILES) = O=CO.O
2S+1 = 1
net charge = 0

---

Computed stability ranking, most favorable first: x, w

---

w | # CH4O3

A single CH4O3 molecule (ωB97M-V with the def2-TZVPD basis set, the OMol25 dataset).

Last column: Löwdin charge in e.
Element x y z (Å)
C1 0.585 0.536 0.068  -0.172
O1 1.470 -0.710 0.247  -0.088
O2 -1.530 -0.446 -0.171  -0.014
O3 -0.674 0.332 0.629  -0.101
H1 1.000 1.279 0.585  0.081
H2 0.669 0.595 -1.070  0.154
H3 0.870 -1.449 0.098  0.058
H4 -2.390 -0.137 -0.386  0.083

Computed properties:
HOMO energy = -10.579 eV
structure (SMILES) = OCOO
2S+1 = 1
net charge = 0

---

x | # CH4O3

2 unconnected molecules or ions with the total composition CH4O3 (ωB97M-V with the def2-TZVPD basis set, the OMol25 dataset).

Last column: Löwdin charge in e.
Element x y z (Å)
O1 -0.361 -0.038 2.252  -0.060
H1 0.000 0.129 -0.089  0.085
H2 0.280 0.488 2.766  0.053
H3 -0.193 -0.836 2.783  0.050
O2 -0.263 0.662 -0.852  0.076
C1 0.090 0.037 -1.976  -0.403
O3 0.745 -0.964 -2.011  0.062
H4 -0.298 0.522 -2.873  0.136

Computed properties:
HOMO energy = -10.654 eV
structure (SMILES) = O=CO.O
2S+1 = 1
net charge = 0

---

Computed stability ranking, most favorable first: x, w

---

w | # CH4O3

2 unconnected molecules or ions with the total composition CH4O3 (ωB97M-V with the def2-TZVPD basis set, the OMol25 dataset).

Last column: Löwdin charge in e.
Element x y z (Å)
O1 -0.857 0.207 -1.533  -0.080
H1 -1.613 -0.222 -1.071  0.081
H2 -0.511 0.863 -0.886  0.021
O2 0.243 1.060 1.602  0.099
O3 0.952 -1.013 1.150  0.076
C1 0.466 0.214 0.792  -0.406
H3 0.939 -1.443 0.252  0.127
H4 0.381 0.334 -0.306  0.082

Computed properties:
HOMO energy = -10.799 eV
structure (SMILES) = O=CO.O
2S+1 = 1
net charge = 0

---

x | # CH4O3

2 unconnected molecules or ions with the total composition CH4O3 (ωB97M-V with the def2-TZVPD basis set, the OMol25 dataset).

Last column: Löwdin charge in e.
Element x y z (Å)
O1 1.054 0.983 -0.993  -0.056
H1 1.649 0.278 -0.650  0.080
H2 1.662 1.667 -1.354  0.089
O2 -1.752 -1.795 1.191  0.025
O3 -1.236 -0.031 -0.102  0.087
C1 -0.982 -0.889 0.837  -0.415
H3 -0.391 0.476 -0.249  0.057
H4 -0.004 -0.689 1.319  0.134

Computed properties:
HOMO energy = -10.257 eV
structure (SMILES) = O=CO.O
2S+1 = 1
net charge = 0

---

Computed stability ranking, most favorable first: x, w